Record 1
26
Properties=species:S:1:pos:R:3:forces:R:3 method="wB97M-V/def2-TZVPD" lumo_ha=0.039 total_charge=-1 orbital_gap_ev=2.4 multiplicity=1
N 1.0639 -1.6812 -0.5827 0.16 -0.62 -0.35
C 1.9149 -0.5431 -0.8637 -0.30 -0.10 0.24
C 1.5077 0.7783 -0.2343 0.38 0.72 -0.58
C 0.3425 1.4437 -0.9721 0.07 -0.21 0.33
C -0.9391 0.7107 -0.7559 1.09 0.83 -0.91
C -1.2490 0.2123 0.4720 -0.90 -0.16 1.00
C -2.4396 -0.4826 0.5552 0.88 0.26 0.51
N -3.1924 -0.6116 -0.5208 -0.73 -0.56 0.39
N -2.9663 -0.1171 -1.7068 0.26 0.34 -0.77
C -1.8323 0.5460 -1.8125 -0.37 -0.48 0.20
H 0.9226 -1.7975 0.4201 0.00 0.37 0.43
H 0.1911 -1.6560 -1.0856 -0.09 0.04 0.03
H 2.9161 -0.7552 -0.5103 0.19 -0.18 0.16
H 1.9655 -0.4446 -1.9532 0.12 0.15 -0.15
H 2.3611 1.4452 -0.3429 0.13 0.22 0.08
H 1.3418 0.7008 0.8367 0.15 -0.36 0.13
H 0.1975 2.4553 -0.5949 0.00 0.22 0.15
H 0.5760 1.5364 -2.0311 -0.16 -0.04 -0.27
H -0.6161 0.3131 1.3438 0.55 -0.43 0.53
H -2.7658 -0.9505 1.4662 -0.15 -0.16 0.15
H -4.0429 -1.1470 -0.4349 -0.14 0.01 -0.22
H -1.5726 0.9563 -2.7700 -0.25 0.03 -0.39
C 1.5825 -0.2301 3.0309 1.07 1.09 1.27
O 0.7791 -0.9282 2.2664 -1.12 -0.36 -0.89
O 1.2133 0.1252 4.2128 -0.25 -0.35 -0.73
O 2.7406 0.1215 2.5677 -0.58 -0.28 -0.33

---

Record 2
24
Properties=species:S:1:pos:R:3:forces:R:3 method="wB97M-V/def2-TZVPD" e_above_lowest_ev=1.459 lumo_ha=0.016 smiles=Cc1c[nH]cn1.Cc1c[nH]cn1 orbital_gap_ev=8.2 multiplicity=1
N 0.7637 1.1891 -0.9775 0.26 3.46 -3.58
C 1.6717 1.6865 -1.8102 -0.22 -0.29 -0.16
C -0.2527 2.0473 -2.7978 -0.64 1.37 0.31
C -0.4772 1.5787 -1.5499 1.27 -1.60 0.39
N 1.1123 2.3233 -2.8837 -0.01 -1.35 -0.30
C -1.7863 1.2893 -0.9082 -0.51 -0.29 0.07
H 2.7423 1.4821 -1.7988 -0.35 0.33 0.38
H -1.0625 2.2336 -3.5032 0.82 0.52 -0.10
H 1.6411 2.6749 -3.6857 -0.52 -0.37 0.54
H -1.6820 0.8795 0.1105 0.05 0.19 -0.53
H -2.3000 0.5427 -1.5369 -0.10 0.24 0.41
H -2.4101 2.1976 -0.8598 0.23 -0.39 -0.02
N 0.9625 -1.1814 2.8956 -1.22 -0.17 -0.46
C 1.1491 -0.0989 2.1189 0.99 -1.76 2.12
C -0.1463 -1.3780 0.9573 0.02 -1.05 -0.52
C 0.0775 -2.0163 2.1444 1.20 0.66 0.40
N 0.5686 -0.2047 0.9494 -1.13 -1.66 0.85
C -0.5150 -3.3879 2.5507 0.23 1.28 0.31
H 1.8227 0.7255 2.3529 -0.28 -0.28 0.09
H -0.6384 -1.8302 0.0963 0.08 0.62 0.09
H 0.8300 0.3767 0.1492 -0.45 0.18 -0.19
H -0.8687 -3.9549 1.6733 0.19 0.39 0.28
H -1.3824 -3.1504 3.1892 0.23 -0.46 -0.12
H 0.1800 -4.0243 3.1240 -0.18 0.45 -0.25

---

Record 3
24
Properties=species:S:1:pos:R:3:forces:R:3 method="wB97M-V/def2-TZVPD" e_above_lowest_ev=2.233 lumo_ha=0.025 smiles=Cc1c[nH]cn1.Cc1c[nH]cn1 orbital_gap_ev=8.7 multiplicity=1
C 4.1057 -1.4409 -0.2372 0.29 -1.40 1.69
C 1.6684 1.1804 -0.4559 -0.01 -4.03 -3.23
C 2.0036 -0.8066 -1.5372 -0.26 1.63 2.39
C 2.8336 -0.6679 -0.4346 1.03 1.42 -1.77
N 1.1922 0.3287 -1.5589 -0.65 0.85 0.88
N 2.7045 0.6281 0.0856 -0.65 -0.65 0.98
H 0.2188 0.3853 -2.0030 2.21 -0.13 1.14
H 1.1864 2.0762 -0.2588 -0.58 1.52 0.41
H 2.0314 -1.5945 -2.2369 -0.49 -0.54 -0.70
H 4.2611 -1.9981 0.7606 -0.64 1.18 -1.07
H 5.0146 -0.8441 -0.3628 -0.32 0.09 -0.15
H 4.1243 -2.2750 -0.9303 0.10 0.01 -0.44
C -1.6746 -0.7501 1.9178 -3.21 -1.67 -0.99
C -2.3436 0.1472 0.8884 3.13 -1.04 0.39
C -2.7807 1.1510 -0.9198 2.53 -0.89 -2.82
C -3.3918 0.9384 1.1253 -1.61 0.53 3.43
N -1.7893 0.3114 -0.4067 -5.31 2.07 0.53
N -3.7372 1.5800 -0.0381 1.99 -1.49 0.32
H -2.7252 1.3132 -2.0697 -0.63 0.31 2.42
H -2.0679 -0.5204 2.9161 -0.12 -0.43 -0.25
H -0.6656 -0.6274 1.9620 2.96 0.57 -0.11
H -4.5120 2.1949 -0.0254 -0.40 0.62 -1.01
H -3.8267 1.1601 2.2022 0.60 -0.48 -2.82
H -1.8298 -1.8699 1.6172 0.03 1.96 0.79

---

Record 4
25
Properties=species:S:1:pos:R:3:forces:R:3 method="wB97M-V/def2-TZVPD" e_above_lowest_ev=15.520 lumo_ha=-0.035 orbital_gap_ev=7.7 multiplicity=1
C 4.8517 -0.4050 1.3235 -1.28 1.13 -1.43
C 4.3882 -0.0763 -0.2690 -1.17 -3.94 1.40
C 2.8518 -0.3277 -0.7830 4.18 0.20 -0.46
C 0.6444 0.5945 -0.3894 -2.91 -7.91 2.96
C -0.3247 1.3770 0.1865 3.36 3.57 -2.50
C -1.9377 -0.1790 0.1951 -1.83 -0.08 -1.08
C -0.9922 -1.3029 0.0066 2.79 6.75 -1.14
C -3.5544 -0.2728 0.0848 1.37 -4.53 0.47
H 5.7914 -1.7041 1.4420 -2.81 4.13 -0.18
H 3.4415 -0.5257 2.1427 4.34 0.43 -1.93
H 5.6666 1.2897 1.2021 -1.25 -3.56 1.36
H 4.5981 0.8614 -0.7030 1.09 1.14 0.19
H 4.9241 -0.9260 -0.7897 -0.36 1.29 0.12
H 2.5481 -1.2408 -0.1979 -0.16 0.83 -1.67
H 3.3631 -0.3697 -1.9917 -3.00 -0.47 2.99
H 2.2515 1.6923 -1.3171 -1.45 -3.15 3.58
H 0.1585 2.4061 0.1480 -1.71 -0.33 0.88
H -1.2215 -2.3120 -0.1201 -0.44 -1.40 0.31
H -5.4580 0.9954 -0.7506 3.27 -0.97 3.62
H -3.7341 1.7387 0.2725 -1.80 -3.22 0.89
N 1.9498 0.8241 -0.4893 4.15 3.00 -4.71
N -1.5941 1.1231 0.2346 -0.68 -2.03 0.91
N 0.3426 -0.8958 -0.2961 -3.31 1.77 -0.05
N -4.3229 0.7596 0.4683 -1.45 6.30 -4.12
O -4.0648 -1.3787 -0.1113 1.07 1.04 -0.41

---

Record 5
25
Properties=species:S:1:pos:R:3:forces:R:3 method="wB97M-V/def2-TZVPD" e_above_lowest_ev=0.448 lumo_ha=0.033 smiles="C=CCNc1nc(C)nc(OC)n1" orbital_gap_ev=10.0 multiplicity=1
C 4.1010 -0.8060 0.5903 1.65 1.44 1.56
C 1.9076 -0.8384 -0.1876 -1.54 -0.44 1.10
C 0.8474 1.1205 -0.5170 -0.31 -1.03 0.97
C 0.9118 2.6237 -0.4373 -0.76 0.53 0.30
C -0.3146 -0.8334 -0.6642 -0.48 -1.68 1.43
C -2.8031 -1.0468 -0.7951 0.08 0.48 0.41
C -3.2837 -0.6821 0.6027 -0.38 3.12 1.15
C -3.3959 0.5463 1.1918 1.23 -0.11 -3.25
H 3.8533 -0.4854 1.7205 1.38 -0.47 -2.42
H 4.2963 0.1545 -0.0475 -0.79 -1.88 1.16
H 5.0574 -1.4544 0.4536 -1.97 0.84 0.65
H 1.5181 2.8093 0.4746 0.14 0.34 -1.05
H -0.0637 3.1289 -0.2386 0.44 -0.88 -0.25
H 1.2639 3.0774 -1.3927 0.33 -0.36 0.91
H -1.2435 -2.5830 -0.4577 -0.16 -1.14 0.27
H -2.7286 -0.1258 -1.4276 0.08 -0.75 0.64
H -3.5383 -1.7038 -1.2996 0.63 0.05 0.32
H -3.5460 -1.3880 1.3278 -0.23 -2.04 0.39
H -3.6627 0.8153 2.1885 -0.33 -0.68 0.66
H -3.1156 1.4456 0.6044 -0.21 -0.57 0.21
N 1.9926 0.4873 -0.1783 -0.34 0.31 -0.97
N -0.3170 0.4893 -0.6857 -0.78 1.40 -1.06
N -1.4604 -1.6564 -0.7016 0.52 3.72 -1.31
N 0.7690 -1.5293 -0.3762 2.21 -0.64 -0.25
O 2.9547 -1.5655 0.2524 -0.42 0.41 -1.56

---

Record 6
26
Properties=species:S:1:pos:R:3:forces:R:3 method="wB97M-V/def2-TZVPD" e_above_lowest_ev=3.328 lumo_ha=-0.399 total_charge=+2 orbital_gap_ev=4.9 multiplicity=1
C 2.5179 -1.3505 0.5498 0.48 -0.84 1.00
C 1.6409 -0.6097 1.7556 1.07 -1.62 -1.16
P 0.2008 0.4658 1.1053 -0.95 -0.42 2.25
C 0.7974 2.0847 0.2866 0.48 0.66 -0.57
C 1.5537 1.8970 -1.1570 1.93 1.10 2.09
C -0.9991 -0.5301 0.0031 -2.16 0.33 -1.92
C -2.4746 -0.4928 0.1928 0.52 0.46 0.01
N -3.3324 0.2636 1.1934 0.83 -2.09 -2.93
C -3.1402 -1.5130 -0.9048 -5.30 -2.18 1.22
O -4.4036 -1.9976 -0.8299 9.62 3.66 -1.05
O -2.0815 -1.7939 -1.8876 0.04 0.15 3.02
C -0.7644 -1.5775 -1.2360 3.70 -3.11 -1.43
O 0.3307 -2.2245 -1.6556 -7.59 5.08 2.66
H 2.5256 -0.7119 -0.4313 0.10 -1.46 1.80
H 2.0800 -2.4490 0.3861 0.88 2.71 -0.03
H 3.6281 -1.5289 0.9419 -2.39 0.58 -0.99
H 1.1444 -1.5077 2.3647 0.88 2.39 -1.03
H 2.3595 0.0238 2.4338 -1.77 -1.02 -1.20
H -0.0828 2.8866 0.1999 1.53 -1.62 0.40
H 1.5920 2.5981 1.0148 -1.85 -1.10 -1.50
H 1.1825 2.7811 -1.8573 1.94 -0.74 0.64
H 1.2935 0.8308 -1.5636 1.62 0.71 0.35
H 2.7225 1.9697 -0.9376 -2.42 -0.33 -1.17
H -4.2104 -0.3058 1.3724 1.27 0.64 -0.50
H -3.6770 1.1761 0.7947 0.82 -1.01 0.58
Sn -0.4036 1.6156 -2.1344 -3.30 -0.94 -0.54

---

Record 7
26
Properties=species:S:1:pos:R:3:forces:R:3 method="wB97M-V/def2-TZVPD" e_above_lowest_ev=0.837 lumo_ha=0.119 total_charge=-1 smiles="CC(C)(C)C1=NO[C@](C)(OC(=O)[O-])O1" orbital_gap_ev=8.2 multiplicity=1
C 2.8163 -1.1966 0.0915 -3.54 -1.75 0.53
C 3.9249 1.0987 -0.2364 1.24 0.12 0.42
C 2.7778 -2.3865 -0.9379 -0.17 1.00 2.12
C -1.6028 -0.3026 1.3494 -3.49 0.71 -0.77
C -1.0797 0.5798 -0.9057 1.12 -2.18 0.36
C -0.2423 1.7829 1.2897 -1.04 0.67 -0.98
C 0.6615 -0.4253 0.6212 2.21 -1.07 0.26
C -0.5726 0.4654 0.5792 0.83 -1.18 -1.57
N 0.9801 -1.1903 1.6120 -0.11 0.32 0.00
O 4.8193 1.1546 -1.0032 1.55 -0.24 -2.08
O 3.2502 1.8407 0.3850 -2.14 0.44 1.45
O 1.6056 -0.3913 -0.3358 -0.24 0.71 -0.41
O 3.8726 -0.5265 0.2178 1.30 0.79 -0.11
O 2.3009 -1.6721 1.4231 -0.76 0.34 -0.71
H 3.6298 -3.0136 -0.7790 0.91 -0.06 -0.42
H 2.7061 -1.8278 -1.8485 0.15 -0.49 -0.97
H 1.9327 -3.0354 -0.7028 -0.34 0.42 -0.34
H -2.3827 -0.8226 0.6821 1.22 0.69 0.89
H -1.1234 -1.0125 1.9180 0.78 -1.73 1.43
H -2.1716 0.3363 2.0503 0.11 -0.12 -0.41
H -0.3871 0.9782 -1.5915 1.44 0.38 -0.61
H -1.8965 1.1783 -1.0526 -2.37 1.91 0.49
H -1.4469 -0.3799 -1.3747 0.80 0.48 0.93
H 0.7527 2.1700 1.3159 1.00 -0.33 -0.69
H -0.8530 2.5338 0.7619 -0.01 0.13 0.66
H -0.5035 1.6962 2.3262 -0.49 0.04 0.52

---

Record 8
23
Properties=species:S:1:pos:R:3:forces:R:3 method="wB97M-V/def2-TZVPD" e_above_lowest_ev=3.545 lumo_ha="-0.106 / -0.158" total_charge=+1 orbital_gap_ev="8.3 / 7.1" multiplicity=1
C -1.5772 -1.3208 -0.0246 -0.12 -0.16 -0.01
C -2.9203 -1.4744 -0.0379 -0.11 0.23 0.00
C -2.2915 0.8858 0.0286 -0.20 0.03 -0.02
C -1.1827 0.0583 0.0164 0.21 -0.04 0.00
C 0.4121 3.3942 -0.0081 -0.71 -3.57 0.06
C 0.1484 0.5003 0.0619 0.07 5.75 -0.07
C 1.5599 -1.1098 1.2216 0.04 -0.53 0.82
C 1.6167 -0.9551 -1.2368 0.16 -0.38 -0.84
N 1.3851 -0.2343 0.0391 0.20 0.49 0.00
O 0.5822 1.9682 0.0233 0.18 -1.93 0.03
S -3.7599 0.0238 -0.0075 0.48 -0.12 0.01
H -0.8995 -2.1550 -0.0479 0.03 -0.17 0.00
H -3.4674 -2.3949 -0.0674 -0.11 -0.23 -0.01
H -2.3028 1.9547 0.0601 0.06 0.29 0.01
H 1.3560 3.8889 0.0202 0.29 0.09 0.01
H -0.5658 3.8303 -0.0316 -0.22 -0.09 0.01
H 0.8375 -1.9215 1.1949 0.02 0.08 -0.11
H 2.5631 -1.5283 1.2347 0.04 0.06 -0.18
H 1.3983 -0.5341 2.1303 -0.01 0.12 -0.13
H 2.5955 -1.4320 -1.2255 -0.01 0.06 0.16
H 0.8507 -1.7126 -1.3810 -0.01 0.06 0.13
H 1.5713 -0.2492 -2.0639 -0.04 0.07 0.14
H 2.0901 0.5174 0.1010 -0.25 -0.14 -0.01

---

Record 9
22
Properties=species:S:1:pos:R:3:forces:R:3 method="wB97M-V/def2-TZVPD" e_above_lowest_ev=0.575 lumo_ha="-0.150 / -0.278" total_charge=+1 orbital_gap_ev="9.0 / 5.5" s2=0.77 multiplicity=2
C 0.2371 -2.6552 0.7847 -1.35 1.43 0.05
C 0.2165 0.0389 -1.8444 2.93 -0.70 1.17
C -1.1286 0.3576 -1.8428 -2.07 -0.41 -2.04
C 0.7254 -0.8218 -0.8726 -0.69 -0.02 -0.71
C -0.1996 -1.4605 -0.0092 0.16 -0.41 0.07
C -2.0531 -0.1587 -0.8682 0.62 2.03 0.45
C -1.5342 -0.9207 0.1163 -0.40 -1.00 -0.26
O -1.7161 0.9421 -2.8959 0.52 0.18 1.12
H 0.9558 0.4036 -2.5600 -0.62 0.18 -0.14
H 1.7701 -1.1763 -0.8327 -0.63 0.51 -0.31
H -3.0124 0.3810 -0.8152 0.25 -0.90 -0.12
H -1.0893 1.3372 -3.5255 0.02 -0.16 0.08
H 1.2705 -2.9395 0.5873 -0.29 -0.06 0.42
H -0.5000 -3.4660 0.7617 0.32 -0.08 -0.48
H -2.2074 -1.2573 0.9000 0.31 -0.11 0.08
H -0.0165 -2.2240 1.7650 0.96 -0.47 0.63
C 1.2618 2.3148 2.2650 1.85 -0.03 -1.04
O 2.0671 2.3241 1.0565 -0.01 -0.05 -0.35
H 1.5763 2.0511 0.2705 -0.06 0.12 0.52
H 0.2295 2.3287 1.9912 -0.82 0.25 0.28
H 1.6174 3.2174 2.7946 -0.67 -0.65 0.14
H 1.5297 1.3835 2.7737 -0.31 0.32 0.44

---

Record 10
23
Properties=species:S:1:pos:R:3:forces:R:3 method="wB97M-V/def2-TZVPD" e_above_lowest_ev=3.160 lumo_ha=0.019 smiles="CC(C)=C(O)O.C=CC=C=O" orbital_gap_ev=8.5 multiplicity=1
C 1.5452 0.0187 0.6154 -0.86 1.88 1.38
C 2.7147 0.7870 0.1811 1.43 -0.72 -1.82
C 1.4502 -1.1970 0.1752 -0.88 -1.49 0.09
C 3.6585 0.2480 -0.6780 -0.63 1.71 1.99
C -1.6971 -1.1071 -0.0408 -0.64 3.15 -0.72
C -1.6285 0.2340 0.0284 0.05 -0.17 -1.65
C -1.9458 1.0205 1.2365 0.63 -1.98 1.12
C -1.1675 0.9782 -1.1806 0.00 1.72 -0.30
O 1.3824 -2.2945 -0.2267 0.00 0.71 0.13
O -1.5161 -1.8278 -1.1849 2.11 -0.94 0.74
O -2.1171 -1.7328 1.0370 -0.68 -2.61 1.48
H 0.7543 0.4975 1.3034 1.34 -1.22 -1.34
H 2.7087 1.8316 0.5109 0.43 -0.46 -0.07
H 3.4880 -0.8049 -0.9865 0.76 0.90 -0.06
H 4.6044 0.8523 -0.8606 -1.45 -1.20 -0.20
H -2.1167 0.3419 2.0675 0.11 -0.03 0.24
H -2.7881 1.6228 1.2338 -2.00 1.15 -0.75
H -1.1812 1.6931 1.5333 1.23 0.61 0.13
H -0.8853 0.2759 -1.9537 -0.10 0.13 -0.36
H -0.2484 1.5579 -0.9188 -0.53 -0.21 -0.25
H -1.9213 1.7615 -1.5955 1.06 -1.43 0.74
H -0.5724 -2.1753 -1.0812 -1.62 0.20 -0.65
H -2.5209 -2.5816 0.7849 0.24 0.32 0.13

---

Please write out number 8 again, unchanged.
23
Properties=species:S:1:pos:R:3:forces:R:3 method="wB97M-V/def2-TZVPD" e_above_lowest_ev=3.545 lumo_ha="-0.106 / -0.158" total_charge=+1 orbital_gap_ev="8.3 / 7.1" multiplicity=1
C -1.5772 -1.3208 -0.0246 -0.12 -0.16 -0.01
C -2.9203 -1.4744 -0.0379 -0.11 0.23 0.00
C -2.2915 0.8858 0.0286 -0.20 0.03 -0.02
C -1.1827 0.0583 0.0164 0.21 -0.04 0.00
C 0.4121 3.3942 -0.0081 -0.71 -3.57 0.06
C 0.1484 0.5003 0.0619 0.07 5.75 -0.07
C 1.5599 -1.1098 1.2216 0.04 -0.53 0.82
C 1.6167 -0.9551 -1.2368 0.16 -0.38 -0.84
N 1.3851 -0.2343 0.0391 0.20 0.49 0.00
O 0.5822 1.9682 0.0233 0.18 -1.93 0.03
S -3.7599 0.0238 -0.0075 0.48 -0.12 0.01
H -0.8995 -2.1550 -0.0479 0.03 -0.17 0.00
H -3.4674 -2.3949 -0.0674 -0.11 -0.23 -0.01
H -2.3028 1.9547 0.0601 0.06 0.29 0.01
H 1.3560 3.8889 0.0202 0.29 0.09 0.01
H -0.5658 3.8303 -0.0316 -0.22 -0.09 0.01
H 0.8375 -1.9215 1.1949 0.02 0.08 -0.11
H 2.5631 -1.5283 1.2347 0.04 0.06 -0.18
H 1.3983 -0.5341 2.1303 -0.01 0.12 -0.13
H 2.5955 -1.4320 -1.2255 -0.01 0.06 0.16
H 0.8507 -1.7126 -1.3810 -0.01 0.06 0.13
H 1.5713 -0.2492 -2.0639 -0.04 0.07 0.14
H 2.0901 0.5174 0.1010 -0.25 -0.14 -0.01